Record 1
{
  "formula": "C9H13NO2",
  "method": "wB97M-V/def2-TZVPD",
  "symbols": ["C", "C", "C", "C", "C", "C", "C", "O", "H", "H", "H", "H", "H", "H", "H", "H", "C", "C", "O", "N", "H", "H", "H", "H", "H"],
  "positions_angstrom": [[0.00369, 1.32741, 0.05357], [3.17410, -1.19702, 1.30318], [3.45277, -0.09952, 0.52342], [1.86477, -1.60037, 1.56838], [2.45030, 0.81381, 0.23780], [0.84607, -0.75758, 1.15976], [1.13841, 0.45899, 0.57742], [4.30472, -1.96126, 1.68552], [3.94563, -2.33442, 2.49357], [4.48486, 0.07280, 0.23816], [1.82055, -2.63904, 1.85919], [2.64168, 1.72415, -0.29980], [-0.18920, -1.07225, 1.25531], [-0.19536, 1.03111, -0.97828], [0.32005, 2.37076, 0.14194], [-0.89512, 1.17538, 0.65520], [-4.04338, 1.36903, -0.39246], [-3.90466, 0.76365, -1.73531], [-4.30206, 1.20480, -2.78928], [-3.33132, -0.49806, -1.74872], [-4.10264, 0.63759, 0.41395], [-4.82188, 2.12142, -0.27849], [-3.31724, -0.92976, -2.65430], [-3.29405, -1.09409, -0.94119], [-3.15957, 1.97212, -0.15207]],
  "spin_multiplicity": 1,
  "charge": 0,
  "relative_energy_kcal_mol": 16.50,
  "largest_force_ha_per_bohr": 0.0399
}

Record 2
{
  "formula": "H35O18",
  "method": "wB97M-V/def2-TZVPD",
  "symbols": ["O", "H", "H", "O", "H", "O", "H", "H", "O", "H", "H", "O", "H", "H", "O", "H", "H", "O", "H", "H", "O", "H", "H", "O", "H", "H", "O", "H", "H", "O", "H", "H", "O", "H", "H", "O", "H", "H", "O", "H", "H", "O", "H", "H", "O", "H", "H", "O", "H", "H", "O", "H", "H"],
  "positions_angstrom": [[0.61956, -0.63125, 0.80547], [0.63206, -5.62348, -0.68390], [1.45026, 1.37038, 0.84886], [-1.01584, -2.81567, 3.10701], [-0.85040, -2.13493, 2.44840], [-3.63935, 3.96566, 2.47291], [-3.40462, 3.37529, 1.73334], [-3.81736, 4.74041, 1.94198], [1.44309, -4.74813, -3.89403], [0.10360, 2.08824, 2.70283], [0.95411, -4.42372, -2.96100], [1.54717, -0.00658, -1.87204], [0.86319, -0.36002, -2.51279], [1.05248, -0.16690, -0.99965], [3.84062, -3.32219, 1.88211], [3.73076, -3.87263, 1.09785], [3.72951, -2.39364, 1.44513], [-0.15723, -5.11112, -1.01814], [0.09821, -1.06650, -1.14006], [0.13493, -4.33846, -0.42735], [4.07770, -0.23186, -0.92097], [-4.76103, 2.55900, -0.25866], [-1.03708, -1.95303, -0.92155], [2.04866, 5.71690, 0.42063], [1.88377, 4.86485, 0.86716], [1.11748, 5.90658, 0.11129], [-4.26441, -3.17419, -1.56154], [-4.00910, -2.56974, -2.27054], [-3.57043, -2.98139, -0.87488], [-0.45403, -1.65352, -1.61366], [-1.15461, 4.54681, -0.89358], [4.33866, 0.41380, -1.57282], [-1.30078, 4.92729, -0.03344], [-1.27080, 4.18886, 0.58817], [0.68502, -4.43545, -4.39219], [-1.28049, -3.58052, 0.66271], [-0.14531, -3.05680, 3.42932], [-1.88530, -4.31138, 0.64154], [1.89762, 1.73988, 0.06313], [3.09663, -0.16302, -0.94293], [2.83870, 1.99574, 0.27121], [-0.15767, 3.01247, 2.87033], [1.54131, -0.64936, 1.00845], [-1.07522, 3.12645, 3.06795], [-4.27899, 3.41112, -0.36210], [-1.47522, -3.08532, 1.51548], [-5.02544, 4.10904, -0.44488], [-1.16725, 0.72098, 1.93581], [-1.67175, 0.65654, 1.09142], [-0.28165, 0.11604, 1.65415], [3.32497, 1.46910, -2.95983], [3.46391, 2.42083, -2.91702], [2.63741, 1.41850, -2.23508]],
  "spin_multiplicity": 1,
  "charge": -1,
  "relative_energy_kcal_mol": 54.93,
  "largest_force_ha_per_bohr": 0.0964
}